No. 1
{
  "formula": "C4H6ClNO",
  "method": "the ωB97M-V functional and the def2-TZVPD basis",
  "symbols": ["C", "C", "O", "C", "Cl", "C", "N", "H", "H", "H", "H", "H", "H"],
  "xyz": [[2.190, 0.680, 0.061], [1.064, -0.295, -0.142], [1.332, -1.458, -0.193], [-0.331, 0.197, -0.089], [-0.554, 1.950, -0.150], [-1.313, -0.723, -0.090], [-2.634, -0.494, -0.044], [3.126, 0.048, 0.017], [2.127, 1.205, 1.010], [2.157, 1.466, -0.696], [-0.918, -1.731, -0.033], [-2.951, 0.420, 0.278], [-3.295, -1.265, 0.070]],
  "smiles": "CC(=O)/C(Cl)=C/N",
  "charge": 0,
  "max_force_ev_per_a": 2.019,
  "e_tot_ha": -746.1953,
  "homo_ev": -8.62,
  "molar_mass_g_mol": 119.55
}

---

No. 2
{
  "formula": "C6H10N2O2S",
  "method": "the ωB97M-V functional and the def2-TZVPD basis",
  "symbols": ["C", "C", "C", "N", "C", "O", "C", "S", "C", "N", "O", "H", "H", "H", "H", "H", "H", "H", "H", "H", "H"],
  "xyz": [[0.778, -1.679, -0.736], [0.422, -0.462, -1.021], [-0.543, 0.019, -1.967], [1.149, 0.638, -0.304], [0.650, 1.735, 0.284], [1.389, 2.608, 0.697], [-0.809, 1.725, 0.600], [-1.744, 0.260, 1.110], [-0.681, -0.321, 2.274], [-1.013, -1.343, 2.996], [-0.202, -1.798, 3.994], [0.460, -2.490, -1.384], [1.461, -1.932, 0.068], [-1.483, 0.315, -1.386], [-0.828, -0.691, -2.752], [-0.402, 1.012, -2.475], [2.102, 0.466, -0.155], [-0.952, 2.247, 1.544], [-1.443, 2.175, -0.285], [0.445, 0.077, 2.318], [0.699, -1.516, 3.774]],
  "smiles": "C=C(C)NC(=O)CS/C=N/O",
  "charge": 0,
  "max_force_ev_per_a": 4.890,
  "e_tot_ha": -892.6801,
  "homo_ev": -8.64,
  "molar_mass_g_mol": 174.23
}

---

No. 3
{
  "formula": "C2H3NO2",
  "method": "the ωB97M-V functional and the def2-TZVPD basis",
  "symbols": ["C", "C", "N", "O", "O", "H", "H", "H"],
  "xyz": [[-0.229, 0.277, 0.211], [1.032, -0.066, -0.198], [3.783, -0.581, -0.038], [4.572, 0.194, 0.227], [1.934, 0.751, -0.352], [-1.100, -0.418, 0.455], [-0.263, 1.388, 0.668], [1.338, -1.033, -0.482]],
  "charge": 0,
  "max_force_ev_per_a": 4.721,
  "e_tot_ha": -283.0679,
  "homo_ev": [-10.26, -7.79],
  "molar_mass_g_mol": 73.05
}

---

No. 4
{
  "formula": "C13H16N5O2PdS2",
  "method": "the ωB97M-V functional and the def2-TZVPD basis",
  "symbols": ["Pd", "C", "C", "C", "C", "C", "C", "C", "S", "O", "O", "N", "C", "C", "C", "C", "C", "N", "H", "H", "H", "H", "H", "H", "H", "H", "H", "H", "H", "N", "N", "C", "N", "S", "H", "H", "H", "H", "H"],
  "xyz": [[-1.201, 0.079, 0.094], [4.025, -2.769, 3.635], [3.341, -1.921, 2.598], [1.982, -1.626, 2.716], [1.346, -0.821, 1.793], [2.071, -0.308, 0.723], [3.428, -0.577, 0.586], [4.046, -1.388, 1.525], [1.348, 0.648, -0.540], [0.519, -0.239, -1.387], [2.359, 1.400, -1.207], [0.186, 1.496, 0.255], [-0.484, 2.553, -0.463], [0.141, 3.626, -1.075], [-0.684, 4.548, -1.693], [-2.064, 4.361, -1.679], [-2.575, 3.251, -1.038], [-1.789, 2.361, -0.422], [3.381, -3.584, 3.964], [4.271, -2.170, 4.514], [4.951, -3.193, 3.252], [1.420, -2.022, 3.552], [0.302, -0.573, 1.948], [3.987, -0.163, -0.241], [5.102, -1.605, 1.421], [1.217, 3.717, -1.072], [-0.254, 5.409, -2.188], [-2.732, 5.073, -2.141], [-3.641, 3.073, -0.983], [-2.511, -0.448, -2.355], [-3.259, -1.612, -2.182], [-3.484, -2.139, -0.976], [-4.243, -3.238, -0.943], [-2.901, -1.513, 0.499], [-3.125, 0.327, -2.573], [-1.823, -0.581, -3.085], [-3.606, -2.095, -2.999], [-4.640, -3.649, -1.771], [-4.410, -3.691, -0.061]],
  "charge": 1,
  "max_force_ev_per_a": 1.140,
  "e_tot_ha": -1853.2373,
  "homo_ev": -12.04,
  "molar_mass_g_mol": 444.86
}

---

No. 5
{
  "formula": "C5H6OS",
  "method": "the ωB97M-V functional and the def2-TZVPD basis",
  "symbols": ["C", "C", "C", "C", "C", "O", "S", "H", "H", "H", "H", "H", "H"],
  "xyz": [[2.608, -0.499, 0.181], [1.604, 0.168, -0.296], [-3.041, -0.340, 0.393], [0.141, 0.222, 0.212], [-0.918, 0.355, -0.781], [-3.978, -0.935, -0.039], [-0.798, 1.836, 0.180], [3.565, -0.507, -0.369], [2.699, -1.060, 1.068], [1.810, 0.828, -1.181], [-2.936, 0.253, 1.403], [-0.112, -0.494, 1.107], [-0.644, 0.173, -1.879]],
  "charge": 0,
  "max_force_ev_per_a": 3.356,
  "e_tot_ha": -667.3514,
  "homo_ev": [-8.11, -8.06],
  "molar_mass_g_mol": 114.17
}

---

No. 6
{
  "formula": "C28H42O21",
  "method": "the ωB97M-V functional and the def2-TZVPD basis",
  "symbols": ["C", "C", "C", "O", "C", "O", "O", "H", "H", "H", "H", "H", "H", "C", "C", "C", "O", "C", "O", "O", "H", "H", "H", "H", "H", "H", "C", "C", "C", "O", "C", "O", "O", "H", "H", "H", "H", "H", "H", "C", "C", "C", "O", "C", "O", "O", "H", "H", "H", "H", "H", "H", "C", "C", "C", "O", "C", "O", "O", "H", "H", "H", "H", "H", "H", "C", "C", "C", "O", "C", "O", "O", "H", "H", "H", "H", "H", "H", "C", "C", "C", "O", "C", "O", "O", "H", "H", "H", "H", "H", "H"],
  "xyz": [[-0.841, 1.666, 5.637], [-0.180, 2.668, 6.557], [0.087, 2.420, 8.077], [1.252, 3.045, 8.245], [2.001, 3.010, 7.098], [3.231, 3.177, 7.007], [1.183, 2.867, 6.087], [-1.921, 1.777, 5.533], [-0.511, 0.674, 5.943], [-0.516, 1.620, 4.598], [-0.766, 3.584, 6.635], [-0.005, 1.388, 8.414], [-0.665, 3.050, 8.553], [0.761, -2.925, -5.418], [1.551, -3.491, -4.239], [2.993, -3.576, -4.545], [3.537, -3.183, -3.342], [2.718, -2.584, -2.575], [3.056, -2.078, -1.499], [1.473, -2.662, -3.189], [1.171, -1.918, -5.496], [-0.280, -2.649, -5.245], [0.971, -3.450, -6.350], [1.110, -4.462, -4.012], [3.479, -2.858, -5.206], [3.287, -4.608, -4.735], [-3.626, -0.217, 2.835], [-3.808, -1.701, 3.069], [-4.329, -2.150, 4.476], [-5.629, -2.564, 4.154], [-5.900, -2.366, 2.847], [-7.057, -2.370, 2.366], [-4.808, -2.122, 2.219], [-4.267, 0.410, 3.455], [-3.543, 0.307, 1.883], [-2.680, 0.156, 3.227], [-2.915, -2.255, 2.781], [-4.373, -1.512, 5.359], [-3.693, -2.985, 4.770], [-2.900, -3.692, 0.068], [-1.458, -3.816, -0.225], [-0.531, -3.268, 0.923], [-0.076, -4.469, 1.505], [-0.466, -5.553, 0.909], [-0.347, -6.677, 1.287], [-1.096, -5.218, -0.192], [-3.473, -4.331, -0.605], [-3.392, -2.721, 0.018], [-3.191, -3.976, 1.079], [-1.084, -3.409, -1.165], [-1.046, -2.538, 1.547], [0.402, -2.948, 0.459], [-0.596, 4.750, 1.196], [0.839, 5.130, 1.579], [1.617, 4.033, 2.349], [2.760, 3.708, 1.422], [2.628, 4.359, 0.311], [3.497, 4.409, -0.531], [1.491, 5.012, 0.273], [-1.267, 5.332, 1.827], [-0.744, 3.684, 1.368], [-0.820, 4.731, 0.129], [1.167, 6.108, 1.932], [0.916, 3.200, 2.291], [1.802, 4.269, 3.397], [1.995, 1.527, -7.959], [2.476, 0.573, -6.938], [3.969, 0.708, -6.841], [4.183, 0.843, -5.395], [3.061, 0.996, -4.745], [3.018, 1.277, -3.497], [2.066, 0.890, -5.576], [2.305, 1.183, -8.946], [2.270, 2.557, -7.731], [0.914, 1.450, -8.073], [2.287, -0.476, -7.164], [4.253, 1.608, -7.386], [4.533, -0.156, -7.193], [-1.534, 0.595, -2.031], [-0.283, 0.305, -1.170], [0.832, 1.417, -0.960], [0.810, 1.534, 0.397], [0.066, 0.609, 0.944], [0.004, 0.351, 2.153], [-0.693, 0.015, 0.066], [-2.125, -0.320, -2.004], [-1.440, 0.880, -3.079], [-1.987, 1.506, -1.642], [0.294, -0.506, -1.614], [0.719, 2.341, -1.528], [1.828, 1.053, -1.213]],
  "smiles": "C[C@H]1COC(=O)O1.C[C@H]1COC(=O)O1.C[C@H]1COC(=O)O1.C[C@H]1COC(=O)O1.C[C@H]1COC(=O)O1.C[C@H]1COC(=O)O1.C[C@H]1COC(=O)O1",
  "charge": 0,
  "max_force_ev_per_a": 5.794,
  "e_tot_ha": -2672.0832,
  "homo_ev": -10.19,
  "molar_mass_g_mol": 714.62
}